# 1
Density functional theory data (ωB97M-V/def2-TZVPD) for a 2-piece molecular cluster, C2H2FNO2 overall at a distorted geometry.

The geometry in XYZ format:
```
8
Properties=species:S:1:pos:R:3:forces:R:3
C -1.29395 0.11483 0.06026 0.64 -5.03 0.77
C -0.00658 0.14685 0.02102 0.23 3.21 -0.80
N 1.19790 -0.63412 0.04173 1.01 -0.76 -0.14
O 1.16172 -1.70725 -0.54354 -0.96 0.57 0.07
O 2.14996 -0.21588 0.63364 -0.07 0.68 0.31
F 0.55971 2.33326 -0.35280 -0.86 -3.67 0.59
H -1.91276 0.89237 -0.11279 -1.60 2.77 -0.33
H -1.85600 -0.93007 0.25249 1.62 2.24 -0.48
```
Positions in Å, forces in eV/Å.

Energy: -382.2016 Ha
Net charge: 0
Energy relative to the best compared isomer or geometry (same formula, charge and spin): 206.31 kcal/mol
Multiplicity: 1



# 2
Density functional theory data (ωB97M-V/def2-TZVPD) for an isolated molecule of C2H2FNO2 at a distorted geometry.

The geometry in XYZ format:
```
8
Properties=species:S:1:pos:R:3:forces:R:3
O 2.75448 -0.11000 -0.05222 2.31 -1.04 -0.22
C 1.71456 0.42004 -0.02137 -0.45 -0.19 0.38
O 0.62126 -0.34059 0.05299 -1.26 -1.29 -0.04
N -0.57831 0.34433 0.00420 -0.93 -0.43 0.06
C -1.60661 -0.41511 0.01492 2.22 -1.81 -0.11
F -2.72711 0.20028 -0.05502 -2.10 1.06 -0.03
H 1.60677 1.46351 0.02713 -0.84 1.70 -0.10
H -1.78503 -1.56246 0.02937 1.06 2.00 0.07
```
Positions in Å, forces in eV/Å.

Energy: -382.4310 Ha
Net charge: 0
Energy relative to the best compared isomer or geometry (same formula, charge and spin): 62.39 kcal/mol
SMILES: O=CO/N=C/F
Multiplicity: 1